No. 1
ORCA calculation (ωB97M-V/def2-TZVPD) on C23H40GeMnN2OSi3 as an isolated structure.

The geometry in XYZ format:
```
71
Properties=species:S:1:pos:R:3
Mn 0.60293 -1.01828 0.69841
O 0.26196 -1.73129 2.73643
C -0.56846 -2.89388 2.91939
C -0.73350 -3.58794 1.59355
C -1.25514 -4.86879 1.55565
C -1.41746 -5.49569 0.33168
C -1.04357 -4.81897 -0.82492
C -0.53231 -3.54875 -0.70604
N -0.38363 -2.93009 0.48216
H 0.43091 -1.29196 3.57827
H -1.54330 -2.59433 3.30811
H -0.09685 -3.57222 3.63044
H -1.52282 -5.37256 2.47553
H -1.81868 -6.49877 0.27722
H -1.13939 -5.27186 -1.80130
H -0.22523 -2.99029 -1.58233
C 2.14034 0.45846 0.22705
C 2.74011 -0.85479 -0.17268
C 2.98832 -1.86743 0.78440
C 3.32685 -3.15201 0.38723
C 3.42930 -3.45911 -0.96505
C 3.24073 -2.45286 -1.92103
C 2.89079 -1.17510 -1.52617
C 3.71589 -4.81317 -1.37324
N 3.94348 -5.89367 -1.68789
H 2.15717 1.21179 -0.55079
H 2.47785 0.87008 1.17268
H 2.97387 -1.63202 1.84516
H 3.52069 -3.92363 1.12090
H 3.36502 -2.68645 -2.97059
H 2.74833 -0.39967 -2.26548
C -2.94459 -0.61629 1.47706
Si -2.14487 1.05567 1.47625
C -1.60799 1.56145 3.17058
C -3.23231 2.27741 0.60879
Ge -0.32675 1.36926 -0.11410
Si 0.61557 3.54092 0.36387
C 1.38691 3.45292 2.07616
C 1.97095 3.92176 -0.85801
C -0.66804 4.88334 0.31898
Si -0.77114 1.47667 -2.55718
C -1.25642 3.21508 -2.90722
C -2.20161 0.31365 -2.79553
C 0.71608 0.90962 -3.49883
H -3.51254 -0.80993 2.38976
H -2.20149 -1.39838 1.34699
H -3.64765 -0.69433 0.64422
H -2.42261 1.32133 3.86043
H -1.41850 2.63349 3.23181
H -0.71089 1.03824 3.50657
H -4.14664 2.37642 1.20429
H -3.52193 1.90134 -0.37357
H -2.78579 3.26352 0.49713
H 1.68996 2.44469 2.35300
H 0.72226 3.83035 2.85563
H 2.27860 4.08547 2.08825
H 2.93301 3.56912 -0.48008
H 2.07292 4.99621 -1.02081
H 1.80123 3.45534 -1.83004
H -1.40407 4.79705 1.12022
H -1.18815 4.94211 -0.63667
H -0.13194 5.82459 0.46609
H -2.11664 3.51738 -2.30815
H -1.55289 3.25401 -3.96054
H -0.44730 3.92716 -2.75500
H -3.11378 0.72586 -2.36248
H -2.00520 -0.66088 -2.34639
H -2.39142 0.16749 -3.86337
H 1.58535 1.55029 -3.34170
H 0.46322 0.95884 -4.56350
H 0.96294 -0.12298 -3.25960
```

As for the energy relative to the best compared isomer or geometry (same formula, charge and spin): 22.23 kcal per mole. Its gap between HOMO and LUMO (spin up / spin down) is 7.429 / 6.923 eV. The multiplicity is 6. The total charge is +2.

These are the Löwdin partial charges, in e, on atoms 1 to 2: number 1, Mn, carries 0.8098; number 2, O, carries -0.1224

No. 2
ORCA calculation (ωB97M-V/def2-TZVPD) on a 2-piece molecular cluster, C2H4NOS overall.

The geometry in XYZ format:
```
9
Properties=species:S:1:pos:R:3
C 0.00171 0.65586 -0.74188
C 1.21616 1.06147 -0.36301
N -1.24064 -1.27120 0.88462
O -1.73652 -1.04959 1.99890
S -0.68794 -2.76827 0.35264
H -0.08062 -0.33996 -1.08893
H -0.88667 1.04828 -0.33774
H 1.18664 2.00725 0.03415
H 2.22787 0.65617 -0.73875
```

As for the energy relative to the best compared isomer or geometry (same formula, charge and spin): 18.27 kcal per mole. Its gap between HOMO and LUMO is 6.929 eV. The multiplicity is 1. The total charge is -1.

These are the natural (NBO) partial charges, in e, on atoms 1 to 2: number 1, C, carries -0.3497; number 2, C, carries -0.4288

No. 3
ORCA calculation (ωB97M-V/def2-TZVPD) on a 2-piece molecular cluster, C3H6N3 overall.

The geometry in XYZ format:
```
12
Properties=species:S:1:pos:R:3
C 1.88608 -1.41685 0.27604
C -0.56689 -1.18202 -0.61049
C -1.51208 1.09741 -0.25861
N 1.78640 -0.24816 0.44239
N 1.16836 0.77451 0.29153
N -0.84815 -0.06541 -0.47131
H 2.14466 -2.43440 0.28310
H -0.23907 -2.17043 -0.34740
H -1.83546 1.09165 0.83733
H -0.81986 1.89658 -0.43201
H -2.39532 1.13916 -0.98354
H 1.23132 1.51796 0.97298
```

As for the energy relative to the best compared isomer or geometry (same formula, charge and spin): 126.52 kcal per mole. Its gap between HOMO and LUMO is 8.857 eV. The multiplicity is 1. The total charge is +1.

These are the natural (NBO) partial charges, in e, on atoms 1 to 2: number 1, C, carries -0.0193; number 2, C, carries 0.3632